# C35H38N4O7SiTi

C35H38N4O7SiTi as an isolated structure (ωB97M-V with the def2-TZVPD basis set, OMol25).

Element x y z (Å)
1 Ti 0.752 -0.681 -0.516
2 O 0.229 -2.235 0.360
3 C 0.681 -3.448 0.104
4 C 1.327 -3.799 -1.102
5 C 1.759 -5.126 -1.299
6 C 2.398 -5.478 -2.462
7 C 2.642 -4.568 -3.488
8 C 2.213 -3.264 -3.319
9 C 1.561 -2.868 -2.158
10 O 1.138 -1.597 -2.052
11 N 2.839 -6.869 -2.628
12 O 2.615 -7.652 -1.724
13 O 3.405 -7.164 -3.663
14 H 0.513 -4.199 0.868
15 H 1.594 -5.871 -0.535
16 H 3.150 -4.889 -4.383
17 H 2.371 -2.523 -4.091
18 C -4.514 2.167 -1.056
19 C -3.064 1.773 -1.352
20 C -2.964 1.363 -2.830
21 C -2.117 2.957 -1.116
22 Si -2.493 0.285 -0.343
23 O -0.970 -0.072 -0.777
24 C -2.570 0.552 1.531
25 C -3.026 1.691 2.196
26 C -3.103 1.742 3.585
27 C -2.712 0.649 4.344
28 C -2.236 -0.493 3.706
29 C -2.172 -0.538 2.319
30 C -3.548 -1.222 -0.690
31 C -3.064 -2.232 -1.524
32 C -3.826 -3.362 -1.794
33 C -5.087 -3.498 -1.233
34 C -5.584 -2.506 -0.398
35 C -4.817 -1.382 -0.128
36 H -4.814 2.996 -1.706
37 H -4.668 2.487 -0.025
38 H -5.196 1.336 -1.250
39 H -3.246 2.206 -3.469
40 H -3.633 0.531 -3.060
41 H -1.948 1.063 -3.094
42 H -2.416 3.810 -1.735
43 H -1.095 2.686 -1.396
44 H -2.113 3.290 -0.074
45 H -3.348 2.556 1.631
46 H -3.486 2.632 4.072
47 H -2.787 0.678 5.424
48 H -1.934 -1.354 4.289
49 H -1.808 -1.440 1.837
50 H -2.075 -2.137 -1.958
51 H -3.432 -4.138 -2.438
52 H -5.682 -4.379 -1.441
53 H -6.565 -2.613 0.048
54 H -5.210 -0.624 0.543
55 C 1.191 4.469 2.714
56 N 1.155 3.326 1.832
57 C 1.526 3.350 0.427
58 C 1.177 1.935 0.037
59 O 1.322 1.413 -1.069
60 N 0.687 1.253 1.097
61 C 0.658 2.110 2.116
62 N 0.207 1.764 3.324
63 H 1.977 5.143 2.381
64 H 1.439 4.155 3.728
65 H 0.243 5.013 2.722
66 H 2.595 3.527 0.279
67 H 0.944 4.076 -0.146
68 H -0.338 0.911 3.363
69 H -0.060 2.480 3.976
70 C 3.369 -0.055 2.373
71 C 3.375 0.033 0.879
72 O 2.479 -0.698 0.244
73 C 4.266 0.882 0.168
74 C 5.112 1.786 0.855
75 C 5.952 2.639 0.162
76 C 5.991 2.621 -1.229
77 C 5.178 1.723 -1.920
78 C 4.332 0.869 -1.246
79 H 2.652 -0.813 2.681
80 H 3.083 0.895 2.842
81 H 4.352 -0.321 2.770
82 H 5.104 1.813 1.937
83 H 6.589 3.322 0.711
84 H 6.654 3.286 -1.767
85 H 5.212 1.691 -3.003
86 H 3.710 0.174 -1.792

Calculated values
* HOMO level (spin up / spin down): -6.0 / -8.8 eV
* LUMO level (spin up / spin down): -0.057 / -0.080 eV
* gap between HOMO and LUMO (spin up / spin down): 5.9321 / 8.6921 eV
* ⟨S²⟩: 2.062
* 2S+1: 3


# C35H38N4OPS3Sn

C35H38N4OPS3Sn as an isolated structure (ωB97M-V with the def2-TZVPD basis set, OMol25).

Element x y z (Å)
1 Sn -0.770 -0.323 -0.046
2 O 1.612 0.049 1.744
3 N 1.575 0.995 2.630
4 C 2.613 1.112 3.496
5 C 2.646 2.069 4.475
6 C 1.571 2.948 4.586
7 C 0.528 2.828 3.699
8 C 0.514 1.853 2.690
9 S -0.775 1.793 1.546
10 H 3.389 0.382 3.327
11 H 3.500 2.120 5.135
12 H 1.557 3.715 5.348
13 H -0.322 3.494 3.742
14 N -2.658 -0.919 1.224
15 S -2.321 -2.035 2.307
16 C -1.598 -1.276 3.753
17 C -0.242 -1.487 3.948
18 C 0.393 -0.855 5.009
19 C -0.322 -0.010 5.840
20 C -1.680 0.208 5.624
21 C -2.325 -0.429 4.580
22 C -3.877 -2.585 3.003
23 C -5.038 -2.383 2.277
24 C -6.239 -2.864 2.783
25 C -6.266 -3.542 3.991
26 C -5.090 -3.747 4.704
27 C -3.888 -3.271 4.211
28 H -3.112 -0.106 1.639
29 H 0.314 -2.117 3.266
30 H 1.451 -1.014 5.171
31 H 0.180 0.495 6.655
32 H -2.232 0.877 6.271
33 H -3.383 -0.271 4.407
34 H -4.989 -1.869 1.326
35 H -7.153 -2.710 2.225
36 H -7.204 -3.915 4.381
37 H -5.111 -4.277 5.647
38 H -2.969 -3.418 4.766
39 S -2.364 -2.740 -1.904
40 C -1.141 -2.418 -3.018
41 N -1.433 -2.018 -4.272
42 C -0.453 -1.713 -5.301
43 C 0.839 -1.257 -4.647
44 C 1.263 -2.278 -3.608
45 N 0.156 -2.527 -2.697
46 H -2.416 -1.979 -4.479
47 H -0.859 -0.927 -5.939
48 H -0.269 -2.591 -5.930
49 H 0.689 -0.290 -4.165
50 H 1.622 -1.139 -5.397
51 H 2.107 -1.909 -3.027
52 H 1.570 -3.210 -4.095
53 H 0.340 -2.740 -1.731
54 C 2.278 2.741 -0.360
55 P 1.452 1.614 -1.547
56 C 2.871 0.570 -2.057
57 C 3.452 0.578 -3.322
58 C 4.469 -0.315 -3.637
59 C 4.924 -1.219 -2.689
60 C 4.353 -1.230 -1.421
61 C 3.327 -0.352 -1.108
62 C 1.181 2.661 -3.024
63 C 0.009 2.443 -3.746
64 C -0.265 3.176 -4.894
65 C 0.628 4.145 -5.325
66 C 1.793 4.382 -4.606
67 C 2.066 3.645 -3.464
68 H 3.147 3.255 -0.771
69 H 2.593 2.124 0.481
70 H 1.546 3.463 0.005
71 H 3.106 1.278 -4.073
72 H 4.910 -0.300 -4.626
73 H 5.718 -1.912 -2.935
74 H 4.702 -1.934 -0.676
75 H 2.870 -0.375 -0.124
76 H -0.704 1.709 -3.383
77 H -1.183 3.000 -5.440
78 H 0.414 4.723 -6.215
79 H 2.488 5.142 -4.937
80 H 2.982 3.832 -2.918
81 C -2.119 0.915 -1.218
82 H -2.000 1.987 -1.359
83 H -2.939 0.476 -1.782

Calculated values
* HOMO level (spin up / spin down): -6.7 / -6.7 eV
* LUMO level (spin up / spin down): 0.628 / 0.527 eV
* gap between HOMO and LUMO (spin up / spin down): 7.2811 / 7.1947 eV
* ⟨S²⟩: 0.754
* 2S+1: 2


# C35H38N6O4PSSn

C35H38N6O4PSSn as an isolated structure (ωB97M-V with the def2-TZVPD basis set, OMol25).

Element x y z (Å)
1 Sn 0.242 -0.463 0.224
2 N -1.954 1.468 0.742
3 C -2.854 1.233 1.863
4 C -2.081 0.945 3.143
5 N -1.428 -0.344 3.133
6 C -2.224 -1.513 3.432
7 C -2.064 -2.572 2.345
8 N -0.687 -3.054 2.317
9 H -2.468 1.756 -0.082
10 H -1.307 2.225 0.958
11 H -3.526 2.080 2.063
12 H -3.484 0.370 1.620
13 H -1.300 1.703 3.259
14 H -2.788 1.062 3.983
15 H -0.529 -0.322 3.585
16 H -1.959 -1.963 4.399
17 H -3.277 -1.215 3.498
18 H -2.796 -3.378 2.504
19 H -2.285 -2.101 1.386
20 H -0.533 -3.787 2.997
21 H -0.406 -3.394 1.407
22 O 2.905 1.498 3.208
23 C 2.413 0.956 2.209
24 O 1.276 1.160 1.699
25 C 3.213 -0.187 1.581
26 C 4.476 -0.546 2.022
27 C 5.082 -1.660 1.457
28 C 4.397 -2.402 0.506
29 C 3.131 -1.982 0.125
30 N 2.587 -0.884 0.641
31 C 2.252 -2.817 -0.811
32 O 2.752 -3.834 -1.289
33 O 1.073 -2.373 -0.951
34 H 4.940 0.050 2.794
35 H 6.073 -1.962 1.777
36 H 4.786 -3.308 0.065
37 C -5.809 -0.338 -4.132
38 C -5.352 0.366 -3.023
39 C -4.147 0.020 -2.434
40 C -3.361 -1.016 -2.943
41 C -3.829 -1.712 -4.055
42 C -5.046 -1.379 -4.640
43 P -1.776 -1.356 -2.063
44 C -1.241 -2.886 -2.911
45 C -1.877 -4.067 -2.534
46 C -1.539 -5.275 -3.126
47 C -0.540 -5.316 -4.090
48 C 0.115 -4.148 -4.451
49 C -0.237 -2.938 -3.870
50 C -0.677 -0.034 -2.717
51 C -0.800 0.448 -4.022
52 C 0.077 1.412 -4.493
53 C 1.070 1.904 -3.653
54 C 1.171 1.444 -2.348
55 C 0.308 0.467 -1.844
56 H -6.753 -0.077 -4.593
57 H -5.938 1.182 -2.619
58 H -3.799 0.562 -1.561
59 H -3.236 -2.515 -4.475
60 H -5.393 -1.934 -5.503
61 H -2.638 -4.038 -1.761
62 H -2.044 -6.185 -2.826
63 H -0.258 -6.259 -4.542
64 H 0.919 -4.182 -5.175
65 H 0.292 -2.034 -4.140
66 H -1.587 0.075 -4.669
67 H -0.013 1.781 -5.508
68 H 1.756 2.661 -4.015
69 H 1.930 1.872 -1.701
70 C 1.777 3.818 5.319
71 C 2.226 4.136 3.933
72 C 3.486 4.491 3.586
73 C 3.758 4.618 2.204
74 N 2.837 4.557 1.275
75 C 1.547 4.297 1.627
76 S 0.286 4.256 0.543
77 N 1.304 4.038 2.954
78 C 5.174 4.815 1.753
79 H 2.537 4.111 6.040
80 H 1.607 2.743 5.410
81 H 0.845 4.335 5.554
82 H 4.268 4.571 4.325
83 H 0.374 3.699 3.155
84 H 5.603 5.709 2.209
85 H 5.207 4.901 0.670
86 H 5.770 3.956 2.066

Calculated values
* charge: -1
* HOMO level: -3.6 eV
* LUMO level: 2.486 eV
* gap between HOMO and LUMO: 6.0992 eV


ΔE to the lowest compared entry with this formula, charge and spin? In order: 0.372 0.035 0.528 eV.